Entry from OMol25: C43H39CoN7O2P2Se2 as an isolated structure (ωB97M-V/def2-TZVPD).

Relative energy (zero: lowest compared OMol25 entry of this formula, charge and spin), kJ/mol: 0.00
⟨S²⟩: 3.934
Energy, eV: -246647.87079
F_max, eV/Å: 0.931
HOMO energy (spin up / spin down), eV: 0.070 / -1.267

ORCA input file:
```
! wB97M-V def2-TZVPD RIJCOSX def2/J DEFGRID3
* xyz -2 4
Co -0.3270 -0.1563 -0.5322
O 1.4013 -3.3569 3.3591
C 2.3060 -3.5908 2.3950
C 3.3406 -4.4890 2.6640
C 4.2908 -4.7804 1.6994
C 4.2303 -4.1777 0.4483
C 3.2093 -3.2774 0.1822
C 2.2407 -2.9697 1.1312
C 1.1796 -1.9847 0.7855
O 1.1891 -1.4501 -0.3735
N 0.2750 -1.7384 1.7189
N -0.6277 -0.8472 1.2160
C -1.7194 -0.4678 1.8569
C -2.5177 0.4219 1.1262
C -3.7516 0.9834 1.5484
C -4.4075 1.8777 0.7554
C -3.8559 2.2407 -0.5011
C -2.6697 1.6466 -0.8728
N -2.0111 0.7647 -0.1227
H 0.7478 -2.6919 2.9673
H 3.3744 -4.9457 3.6457
H 5.0874 -5.4801 1.9289
H 4.9741 -4.3990 -0.3070
H 3.1377 -2.7689 -0.7712
H -1.9595 -0.8199 2.8541
H -4.1486 0.6953 2.5151
H -5.3455 2.3105 1.0867
H -4.3337 2.9600 -1.1515
H -2.1964 1.8654 -1.8252
Se 4.3715 5.4358 2.0785
P 2.2889 5.3031 1.7113
C 1.3956 5.7067 3.2559
C 1.5618 4.8594 4.3530
C 1.0063 5.1843 5.5750
C 0.2875 6.3665 5.7275
C 0.1315 7.2169 4.6488
C 0.6867 6.8880 3.4144
C 1.6546 6.5593 0.5496
C 0.3200 6.4784 0.1554
C -0.2259 7.4648 -0.6503
C 0.5680 8.5214 -1.0809
C 1.9020 8.5934 -0.7061
C 2.4450 7.6153 0.1207
C 1.5952 3.7588 1.1575
C 1.6861 2.8723 0.0742
N 0.8769 1.8311 0.3733
N 0.3141 2.0699 1.5443
N 0.7266 3.2099 2.0413
P 2.5350 2.8347 -1.5169
Se 2.8985 0.8917 -2.2241
C 1.4027 3.7440 -2.6620
C 1.2885 5.1266 -2.8055
C 0.3879 5.6808 -3.7052
C -0.4482 4.8632 -4.4452
C -0.3900 3.4901 -4.2650
C 0.5278 2.9303 -3.3878
C 4.1432 3.7140 -1.3041
C 4.3865 5.0709 -1.4864
C 5.6620 5.5999 -1.3404
C 6.7149 4.7854 -0.9699
C 6.4830 3.4344 -0.7532
C 5.2177 2.9034 -0.9323
H 2.1142 3.9380 4.2341
H 1.1290 4.5094 6.4126
H -0.1498 6.6166 6.6868
H -0.4235 8.1410 4.7555
H 0.5561 7.5684 2.5840
H -0.2836 5.6347 0.4728
H -1.2605 7.3942 -0.9597
H 0.1449 9.2863 -1.7217
H 2.5222 9.4114 -1.0520
H 3.4800 7.6521 0.4428
H 1.8673 5.8078 -2.2094
H 0.3345 6.7582 -3.8057
H -1.1581 5.2950 -5.1416
H -1.0661 2.8393 -4.8013
H 0.5419 1.8545 -3.2324
H 3.5985 5.7497 -1.7431
H 5.8161 6.6621 -1.4875
H 7.7073 5.1991 -0.8363
H 7.2931 2.7820 -0.4514
H 5.0458 1.8434 -0.7991
C -1.3135 -0.6971 -4.6315
C -1.0350 -1.2567 -3.2254
C 0.0885 -2.3045 -3.3216
C -2.3159 -1.9365 -2.7055
N -0.5857 -0.2442 -2.3351
H -1.6986 -1.4670 -5.3099
H -0.3926 -0.2917 -5.0545
H -2.0491 0.1081 -4.5638
H -0.1736 -3.0860 -4.0448
H 0.2633 -2.7516 -2.3434
H 1.0174 -1.8234 -3.6341
H -2.6678 -2.7222 -3.3843
H -3.1090 -1.1930 -2.5902
H -2.1207 -2.3695 -1.7229
*
```

Entry from OMol25: a 5-piece molecular cluster, C33H36NO9 overall (ωB97M-V/def2-TZVPD).

Energy, eV: -54711.73013
F_max, eV/Å: 0.392
HOMO energy, eV: -11.432

ORCA input file:
```
! wB97M-V def2-TZVPD RIJCOSX def2/J DEFGRID3
* xyz 1 1
O 2.1842 1.0529 3.3196
C 1.7592 0.0396 2.4232
C 0.9865 0.6045 1.2488
C 0.2216 -0.4170 0.3987
C 0.9398 -0.8109 -0.8925
C 2.3377 -1.3893 -0.6488
C 2.2826 -2.7425 0.0975
C 3.2513 -3.7731 -0.4784
C 4.5995 -3.1362 -0.7465
N 4.4463 -2.0890 -1.8405
C 3.0444 -1.5192 -1.9852
H 2.0154 1.9233 2.9216
H 1.1403 -0.6768 2.9740
H 2.6595 -0.4950 2.0889
H 1.6769 1.1738 0.6169
H 0.2821 1.3363 1.6459
H -0.7486 0.0018 0.1365
H 0.0063 -1.3165 0.9864
H 1.0048 0.0724 -1.5368
H 0.3559 -1.5624 -1.4352
H 2.8943 -0.6580 -0.0515
H 1.2676 -3.1421 0.0631
H 2.5166 -2.5847 1.1515
H 3.4005 -4.5946 0.2227
H 2.8660 -4.2194 -1.3998
H 5.3548 -3.8426 -1.0820
H 4.9752 -2.6239 0.1384
H 4.7222 -2.4977 -2.7324
H 5.0981 -1.3241 -1.6686
H 3.1570 -0.5472 -2.4623
H 2.5099 -2.1764 -2.6699
C 0.0979 6.1561 -1.0140
C 0.9900 5.5069 -0.2717
C 0.5869 4.3723 0.5938
O 1.4106 3.7599 1.2469
C -0.8491 3.9995 0.6212
C -1.7423 4.6428 -0.1247
C -1.3384 5.7685 -1.0092
O -2.1460 6.3455 -1.6997
H 0.3619 6.9878 -1.6548
H 2.0409 5.7669 -0.2568
H -1.1228 3.1779 1.2711
H -2.7936 4.3848 -0.1312
C -3.8954 -2.9511 0.6146
C -3.3245 -1.7583 0.7520
C -3.6288 -0.6435 -0.1825
O -3.0669 0.4293 -0.0666
C -4.6244 -0.8856 -1.2527
C -5.2030 -2.0756 -1.3865
C -4.8721 -3.2045 -0.4797
O -5.3749 -4.2966 -0.6224
H -3.6942 -3.7833 1.2772
H -2.6217 -1.5301 1.5438
H -4.8411 -0.0556 -1.9128
H -5.9295 -2.2789 -2.1623
C -5.4381 -2.4729 -5.5625
C -5.4263 -2.9328 -6.8098
C -5.9547 -2.1180 -7.9372
O -5.9300 -2.5332 -9.0729
C -6.5105 -0.7781 -7.6127
C -6.5230 -0.3206 -6.3640
C -5.9812 -1.1287 -5.2451
O -5.9821 -0.7057 -4.1063
H -5.0622 -3.0478 -4.7252
H -5.0402 -3.9095 -7.0723
H -6.8971 -0.2100 -8.4491
H -6.9210 0.6507 -6.0993
C 4.1493 1.5249 5.8973
C 3.1806 2.0134 6.6659
C 3.4577 2.4964 8.0431
O 2.5756 2.9412 8.7435
C 4.8606 2.4126 8.5289
C 5.8294 1.9217 7.7613
C 5.5486 1.4379 6.3853
O 6.4294 0.9855 5.6840
H 3.9621 1.1700 4.8923
H 2.1529 2.0818 6.3321
H 5.0351 2.7721 9.5350
H 6.8579 1.8483 8.0910
*
```

Entry from OMol25: one molecule with the formula C6H9NO at a distorted geometry (ωB97M-V/def2-TZVPD).

Relative energy (zero: lowest compared OMol25 entry of this formula, charge and spin), kJ/mol: 333.61
SMILES string: C[C@H]1CN2C(=O)[C@@]12C
Energy, eV: -9902.14647
F_max, eV/Å: 3.930
HOMO energy, eV: -8.854

ORCA input file:
```
! wB97M-V def2-TZVPD RIJCOSX def2/J DEFGRID3
* xyz 0 1
C 1.9499 -0.8152 0.1519
C 0.5303 0.6442 1.3666
C -0.4275 -0.1228 0.4948
C 0.7285 -0.2908 -0.5103
C -0.9943 -1.4417 0.9426
C 0.8236 -0.0798 -2.0508
N 1.6899 0.4994 0.3709
O 2.7262 -1.6938 0.3739
H 0.1901 1.6855 1.5179
H 0.7317 0.0511 2.3383
H -1.0540 0.6173 -0.1386
H -1.2434 -2.2013 0.1385
H -2.0504 -1.2117 1.2364
H -0.5400 -1.8873 1.8046
H 1.0901 -0.9638 -2.5232
H 1.6388 0.6398 -2.2204
H -0.1640 0.2148 -2.3223
*
```

Entry from OMol25: C25H20F10MoN4OS4 as an isolated structure at a distorted geometry (ωB97M-V/def2-TZVPD).

⟨S²⟩: 2.020
Energy, eV: -106625.55491
F_max, eV/Å: 2.664
HOMO energy (spin up / spin down), eV: -6.789 / -7.161

ORCA input file:
```
! wB97M-V def2-TZVPD RIJCOSX def2/J DEFGRID3
* xyz 0 3
Mo -13.1688 -11.7571 -1.7834
C -11.2700 -11.8593 -4.4382
N -12.6738 -11.5193 -4.0216
C -12.9416 -10.1205 -4.4140
C -12.3747 -9.2499 -3.2891
N -12.0866 -10.1067 -2.0666
C -10.9850 -9.7120 -1.2809
C -11.1598 -8.7207 -0.2904
F -12.3690 -8.1834 -0.1136
C -10.1513 -8.3098 0.5755
F -10.4988 -7.5333 1.6355
C -8.8465 -8.6313 0.3380
F -7.8675 -7.9850 0.9990
C -8.6170 -9.5223 -0.7293
F -7.3639 -9.8932 -1.0027
C -9.6260 -10.0933 -1.4737
F -9.2811 -11.0244 -2.4063
C -13.5560 -12.5055 -4.6205
C -13.5183 -13.7912 -3.7338
N -12.7302 -13.5382 -2.4968
C -12.2557 -14.7247 -1.9015
C -12.7994 -16.0448 -2.1762
F -13.9524 -16.2626 -2.8729
C -12.2535 -17.2151 -1.6551
F -12.9027 -18.3575 -1.8851
C -11.0084 -17.2329 -0.9836
F -10.3370 -18.3688 -0.8061
C -10.5111 -16.0031 -0.6047
F -9.3833 -16.0496 0.1351
C -11.1332 -14.8111 -1.0309
F -10.6123 -13.6953 -0.4793
H -11.3377 -12.0684 -5.4838
H -10.5069 -11.1210 -4.1869
H -11.0297 -12.8293 -3.9730
H -12.3526 -9.9503 -5.3242
H -13.9947 -10.0431 -4.5887
H -11.4443 -8.7495 -3.5734
H -13.1041 -8.4639 -3.1419
H -14.5885 -12.0932 -4.6358
H -13.2101 -12.6739 -5.6456
H -14.5711 -13.9527 -3.5625
H -13.1061 -14.5980 -4.3118
O -20.0833 -12.4988 0.0823
C -18.9411 -12.4619 -0.2994
S -17.7033 -13.6632 0.0932
C -16.3089 -12.8109 -0.5548
C -16.6139 -11.7463 -1.3907
S -15.2971 -10.9051 -2.0960
S -18.3110 -11.2329 -1.4633
S -14.7491 -13.2643 -0.0874
C -14.2833 -9.7138 2.6342
C -12.9375 -10.4867 2.7822
C -13.1446 -11.7709 3.6209
C -11.9053 -9.6813 3.5733
C -12.5013 -10.9602 1.4812
N -12.3707 -11.4122 0.4212
H -14.6570 -9.4607 3.6110
H -15.0467 -10.3236 2.0932
H -14.1452 -8.8310 2.0384
H -13.4735 -11.5054 4.5982
H -12.1475 -12.3129 3.7039
H -13.8892 -12.4301 3.2351
H -12.2414 -9.6757 4.6351
H -11.8903 -8.6271 3.1873
H -10.8892 -10.0938 3.5859
*
```